# CH6NOS

A cluster of 2 separate species, CH6NOS in total (the ωB97M-V functional and the def2-TZVPD basis, the OMol25 dataset).

```
10
Properties=species:S:1:pos:R:3:forces:R:3
S -0.10964 -1.21551 -1.61409 0.063 0.068 -0.132
H -0.04979 -2.19779 -0.70157 -0.006 0.040 0.054
N -0.59102 1.54777 0.41477 -0.195 1.102 -0.593
C -0.19174 0.79502 1.53680 0.653 -1.339 -0.776
O 1.10735 0.16754 1.45418 0.546 0.543 0.643
H 0.03740 2.31328 0.19188 0.024 -0.070 0.278
H -0.68568 0.99333 -0.43522 0.026 -0.491 0.271
H -0.14544 1.40465 2.43057 -0.223 0.117 0.252
H -0.88429 -0.04658 1.61902 -0.277 0.261 0.315
H 1.41455 0.11028 0.54259 -0.611 -0.231 -0.312
```
Positions in Å, forces in eV/Å.

As for the HOMO energy: -2.88 eV. As for the net charge: -1. As for the energy above the lowest of the compared OMol25 structures with the same formula, charge and spin: 7.0 kcal/mol. As for the multiplicity: 1. For the total energy, the calculation gives -15508.191 eV. The HOMO-LUMO gap is 7.12 eV.

***

# CH6NOS

The ion CH6NOS with charge +1 (the ωB97M-V functional and the def2-TZVPD basis, the OMol25 dataset).

```
10
Properties=species:S:1:pos:R:3:forces:R:3
N -0.71171 0.31210 0.67793 -3.040 -4.714 -1.535
C 0.64371 -0.17258 0.05739 2.487 2.431 0.144
O 0.51857 -1.33994 -0.63845 -0.389 2.320 -0.588
S 1.21289 1.24084 -1.05015 0.237 -0.502 1.635
H -1.06379 -0.54876 1.28342 0.572 2.221 -1.204
H -1.42133 0.33117 -0.17537 1.624 0.275 2.121
H -0.84580 1.13045 1.24821 0.688 0.829 0.102
H 1.40788 -0.19727 0.93068 -1.419 -0.069 -1.311
H 0.28915 -2.00244 -0.03151 -0.283 -2.192 1.214
H 0.72820 0.81973 -2.19490 -0.479 -0.599 -0.577
```
Positions in Å, forces in eV/Å.

As for the HOMO energy: -14.38 eV. As for the net charge: +1. The SMILES is [NH3+][C@@H](O)S. As for the energy above the lowest of the compared OMol25 structures with the same formula, charge and spin: 18.8 kcal/mol. As for the multiplicity: 1. For the total energy, the calculation gives -15499.088 eV. The HOMO-LUMO gap is 10.16 eV.